Entry 1:
# C37H37Cl3InN8O3S2

A structure of composition C37H37Cl3InN8O3S2 (ωB97M-V/def2-TZVPD, OMol25).

Structure (XYZ):
```
91
Properties=species:S:1:pos:R:3:forces:R:3:mulliken_charge:R:1
C 2.6133 -1.5285 5.5559 0.11 -1.24 -0.74 -0.912
H -0.1853 -2.7395 3.1003 0.13 0.07 0.11 0.565
H 0.5764 -1.8294 -7.4854 -0.39 0.71 0.78 0.458
C -0.5481 -1.3370 1.4571 -0.40 -0.44 1.52 0.325
C 1.1741 0.7728 6.4248 0.14 -1.45 -1.57 -0.042
O 1.2390 -0.6928 -3.0957 0.66 -0.54 0.64 0.190
N -0.5394 0.3827 -3.9312 0.06 0.99 -0.53 -0.290
C 0.2387 -2.4017 -5.4576 -0.51 -0.52 -0.57 -1.524
H 0.7543 -3.2125 -2.7314 1.53 -0.61 -0.01 0.551
C 3.3560 0.0186 -2.2782 -0.97 -0.96 -2.32 0.624
H -1.8820 2.3940 -1.2312 -0.22 0.79 -0.58 -0.729
C -0.9293 -2.6189 -1.7280 -0.21 -0.62 1.68 -0.261
O -2.2568 1.3428 -5.0939 0.87 -1.42 0.42 -0.664
C 1.8830 -0.8327 4.6533 -1.52 1.82 0.13 0.055
S -1.0830 0.6381 -0.2766 -0.09 0.32 -0.64 0.045
C -3.1895 1.6995 3.3225 1.47 -1.27 -0.21 -0.364
C 2.7216 2.3934 2.2179 0.18 0.05 1.10 0.300
H -0.8991 -1.0471 -6.7709 0.93 -0.15 0.11 0.238
N 2.1315 1.9095 3.3199 0.44 0.69 -1.93 -0.962
H 3.6934 1.0509 -0.5316 0.53 0.17 0.36 0.183
O -2.5155 -3.1357 -4.2883 -0.90 0.13 -0.34 -0.669
C -3.2532 -2.0800 1.7513 0.06 0.21 -0.72 -0.815
In -0.7465 2.7940 1.3044 0.52 0.73 0.28 0.393
C 5.9086 -0.9581 -2.1851 0.12 0.37 -0.36 0.469
H 4.3943 3.4469 1.7935 -0.09 -0.11 -0.41 0.243
H -1.9996 -2.4751 -1.8169 -0.31 -0.20 -0.12 0.327
C -0.4171 -2.0857 -4.1080 0.23 0.63 0.58 2.992
C -3.8854 0.7271 4.0402 -0.57 2.14 -0.58 -0.498
H -0.7451 -4.0106 -3.3720 0.52 -0.12 0.43 0.537
N -2.4159 -0.9002 -4.7473 0.42 0.85 0.27 0.071
C -0.2648 -3.1150 -2.9648 -0.43 0.47 -1.45 -1.681
N -1.8387 1.7152 3.2949 -1.38 -0.27 1.00 -0.246
C -3.1717 -0.1668 4.7766 -1.72 -1.47 0.43 -0.567
H -3.3765 -0.8074 -5.0292 -0.20 -0.08 -0.02 0.305
C -0.9213 -2.2725 2.4658 -0.44 0.78 -1.29 -0.744
H -3.6501 2.3654 2.6168 -0.36 0.35 -0.03 0.276
H -1.2249 4.0073 -1.3970 0.86 1.35 0.39 0.515
H 3.1132 -2.4324 5.2187 0.14 0.07 0.30 0.400
H -4.9639 0.7776 4.0296 -0.09 -0.30 0.02 0.427
C -1.5285 -0.6682 0.7134 -0.65 -0.52 0.16 0.164
S 2.0958 2.6983 0.6552 -0.23 0.08 0.02 -0.415
C 5.0841 -1.3291 -3.2527 0.28 -0.84 0.57 -0.598
H -2.6328 -3.1788 3.4532 0.30 -0.19 -0.37 0.414
H -4.2508 -2.5163 1.8368 0.10 0.65 -0.20 0.386
H 0.7530 -0.4788 -6.2997 0.02 0.36 -0.19 0.270
C -2.8755 -1.1310 0.7936 0.54 -0.28 0.61 -0.277
C 1.9462 0.4802 -2.4214 -1.19 -0.86 -1.53 0.221
C 0.1570 -1.3443 -6.5591 -0.19 -0.59 -0.69 -1.151
N 0.7880 1.7141 3.1298 1.10 0.72 -0.47 0.555
H 1.4448 0.5874 -1.4643 -0.19 0.61 -0.09 -0.546
H 1.8628 1.2874 -3.1730 -0.20 0.03 0.91 0.323
C 2.5523 -1.1755 6.8624 0.85 0.26 3.02 -0.271
C 1.1791 0.2957 5.1052 -1.40 0.73 -1.76 -0.167
H -0.2196 -3.2740 -5.8986 -0.40 -0.59 0.26 0.464
C 3.8058 -0.8429 -3.3122 0.34 0.61 -0.85 -0.590
Cl 1.0864 -0.7014 1.2529 -0.35 -1.24 0.24 0.042
C -1.9227 3.3403 -1.8064 -1.46 -2.22 -2.02 0.001
N -3.3402 3.8051 -1.7445 1.20 0.50 -0.12 0.088
N -3.9120 5.2279 -3.7240 0.00 -0.17 0.96 -0.632
H -1.7070 3.0751 -2.8848 -0.04 0.40 1.20 0.335
C 5.5187 -0.0494 -1.2441 -3.36 -0.01 -1.02 -1.120
C -1.8266 -0.1554 4.7758 2.06 -0.63 0.57 -0.163
C 0.2801 0.9968 4.0291 0.63 -1.54 2.59 -0.445
H 4.5229 2.6868 3.2687 -0.75 -0.27 -0.03 0.217
H -3.7202 -0.9726 5.2684 0.24 0.18 0.03 0.369
H -1.2662 -1.0037 5.2167 -0.24 0.94 -0.06 0.443
H 3.0940 -1.8796 7.5512 -0.66 1.13 -0.30 0.288
H 6.0130 0.2627 -0.4090 2.05 0.51 1.79 0.573
H 1.7129 -1.1383 3.6428 0.37 -0.08 -0.42 0.496
C 4.1616 0.4171 -1.2730 1.26 -0.59 0.16 0.284
C -2.2902 -2.5838 2.6042 1.12 -0.10 0.45 -0.576
H -3.7053 3.3166 0.2586 0.38 -0.04 -0.10 -0.014
C -3.7322 4.1785 -0.4052 -2.85 1.03 0.23 -0.651
H 1.7997 0.2953 8.3832 0.45 -0.58 -0.37 0.349
C -1.1699 0.8580 4.0883 -0.32 0.05 -1.09 0.556
N 4.0672 2.6850 2.3594 0.52 0.08 0.35 -0.425
H -4.8549 4.4558 -0.4713 1.69 -0.21 0.25 0.356
C -1.9110 -2.0901 -4.3400 0.30 0.16 -0.66 -0.022
H -0.5465 -1.6410 -1.4332 0.27 -0.20 0.14 -0.372
H -3.1877 5.0391 0.0440 -0.09 -0.60 -0.36 0.280
Cl -4.0349 -0.4151 -0.2834 -0.17 -0.27 0.26 -0.193
C 0.0882 -0.6964 -3.7200 -0.04 -0.24 1.07 -0.885
C 1.8781 -0.0102 7.3299 -0.04 -0.32 0.27 -0.759
H 5.4638 -2.1351 -3.8829 -0.19 0.57 -0.31 0.364
C -3.6784 4.6475 -2.7431 0.10 -0.22 -0.69 0.535
Cl 7.5202 -1.5868 -2.2132 0.47 -0.18 0.27 -0.244
C -1.7062 0.3432 -4.6398 -2.07 1.11 -0.28 -0.101
H -0.7550 -3.3659 -0.8952 -0.22 0.97 -0.72 0.457
H 0.5144 1.6131 6.6093 0.37 0.04 0.56 0.506
H 3.2382 -1.0003 -4.2621 0.21 -0.11 1.34 0.229
H 1.2512 -2.6992 -5.2988 0.97 0.02 0.28 0.530
```
Forces are in eV/Å.

The total charge is -1. Its energy above the lowest of the compared OMol25 structures with the same formula, charge and spin is 67.9 kcal/mol. The maximum force is 3.51 eV/Å. The orbital gap comes out at 6.013 eV. The HOMO energy is -3.968 eV.

Entry 2:
# C37H37F3N11O5PSSeTi

A structure of composition C37H37F3N11O5PSSeTi (ωB97M-V/def2-TZVPD, OMol25).

Structure (XYZ):
```
97
Properties=species:S:1:pos:R:3:forces:R:3:mulliken_charge:R:1
H -3.8570 -3.1995 0.5584 0.01 -0.01 0.00 0.401
C 1.0906 -2.0567 -4.0258 -0.01 0.01 -0.08 0.919
F 0.9273 -4.7301 0.4790 0.08 -0.02 0.01 -0.215
H 3.8347 0.4139 1.0632 0.06 0.03 0.04 0.220
O 0.7734 1.2114 -3.2469 0.32 0.03 0.47 -0.367
O -0.4532 -0.9403 -1.9921 0.01 0.38 -0.44 1.483
C 1.4638 -3.3732 -3.7484 0.02 -0.03 -0.13 -0.562
C 1.1257 3.7160 1.8362 0.01 0.13 -0.05 0.982
C -3.2134 -3.1279 1.4295 0.02 -0.08 0.04 -2.125
S -2.1839 1.1660 -0.5183 0.55 -0.21 -0.07 -0.666
H -1.8622 -2.9895 3.8101 0.01 0.05 -0.01 0.594
N 3.9398 1.4788 -1.1798 0.04 -0.20 0.18 -0.365
H -4.3097 1.1667 -2.2028 0.00 0.04 -0.05 0.336
H 1.5900 0.5371 1.9697 0.01 0.13 0.04 0.053
C 3.5526 -3.0218 -4.8799 -0.01 -0.03 0.03 -0.736
H 1.6642 -0.2221 -5.0078 -0.03 0.04 0.01 0.496
H -1.0025 -1.5586 5.6595 0.00 0.02 -0.06 0.483
H -0.9094 -3.5181 -1.5090 0.01 -0.01 0.02 0.119
C -2.0043 1.4574 -6.6526 0.01 0.05 0.03 -0.730
C -0.3867 0.4172 2.9987 -0.01 -0.03 -0.08 -0.438
H 2.0652 2.3193 3.2357 0.00 0.02 0.02 0.411
C 0.8606 5.1181 1.5772 0.03 -0.04 0.04 0.273
H -2.7283 -4.0947 1.6002 -0.04 0.04 0.02 0.426
H 4.8167 1.4145 -0.6926 0.03 -0.04 0.05 0.210
C -1.6123 -2.8668 -3.4402 -0.06 0.05 0.00 1.278
H 4.5102 -3.3996 -5.2172 -0.04 0.02 0.01 0.437
F 2.9271 -4.5629 -0.3297 0.14 -0.10 -0.09 -0.234
O 0.4970 -2.1045 0.1457 -0.01 -0.22 -0.05 -0.009
C -3.2638 -4.2840 -4.4724 0.03 0.03 0.00 -0.758
N -2.0468 -1.4089 0.1398 0.07 0.08 -0.11 1.844
N 0.7032 2.8705 0.9083 -0.07 -0.05 -0.03 -0.171
C -1.0770 -0.2660 -4.6830 -0.06 -0.02 0.02 0.527
C -3.1943 -5.1518 -3.3933 0.00 -0.03 0.00 -0.846
C -0.9486 -1.2193 4.6320 0.02 0.02 0.12 -0.757
C 1.2688 6.1132 2.5204 0.01 0.10 0.05 -0.732
N -0.7520 -0.3861 2.0005 0.01 -0.06 0.01 0.968
C -1.6483 0.9508 -4.3283 -0.19 -0.01 -0.10 0.123
Se -0.0456 3.8644 -0.3773 -0.07 0.04 0.12 0.338
H -0.4711 -1.5386 -6.3214 -0.02 0.03 0.00 0.602
C -5.2118 -0.7574 -2.4595 0.08 0.08 0.04 -0.216
N 1.8160 -0.0730 1.1959 -0.26 0.07 -0.21 -0.574
C 1.9123 5.7194 3.6431 0.00 0.05 0.00 -0.575
C -1.4137 -2.0267 3.6028 -0.05 -0.14 0.12 -0.883
C -1.4204 0.2511 -7.0120 0.02 -0.03 -0.01 -0.833
H 1.0534 7.1534 2.3061 0.03 -0.09 0.03 0.476
H -7.1008 -1.5551 -1.7979 0.04 0.04 0.01 0.403
C 1.9519 -1.2323 -4.7552 0.04 -0.03 0.09 -0.592
H -6.8585 0.1409 -1.3694 0.02 -0.04 0.00 0.333
F 2.4306 -3.5513 1.5254 0.00 -0.06 -0.04 -0.271
H -2.3612 2.1336 -7.4200 0.01 -0.03 0.04 0.461
C -1.5544 -3.7397 -2.3507 -0.04 0.08 0.02 -0.029
C 1.8231 3.3566 3.0315 0.03 0.00 0.09 -0.056
N 2.9592 0.4023 0.5677 -0.02 -0.17 -0.10 -0.529
H -2.5330 2.7674 -5.0364 0.00 -0.03 0.00 0.520
C 2.6948 -3.8487 -4.1664 0.02 -0.01 -0.04 -0.786
H 2.7301 4.0758 4.8003 -0.03 0.01 -0.05 0.435
O 2.2218 -2.1611 -1.3141 0.09 0.16 0.10 -0.506
N 0.2438 5.3896 0.4443 0.03 -0.02 -0.02 -0.739
H -5.5601 -0.4355 -3.4399 0.02 0.04 0.00 0.525
C 1.9745 -3.9158 0.3013 -0.26 0.06 0.14 0.569
Ti -0.2565 -0.3305 -0.2586 0.41 0.18 -0.03 -0.378
H -1.3190 -0.0171 -8.0558 0.00 0.00 0.04 0.464
H -2.5428 -2.4682 -5.3420 0.00 0.02 -0.04 0.417
C -2.3388 -4.8781 -2.3312 -0.03 -0.05 0.01 -1.148
O 2.1552 2.6757 -2.4994 -0.38 -0.53 -0.13 -0.699
H -4.7450 -1.7325 -2.5793 0.07 -0.03 -0.01 0.010
H 2.2331 6.4525 4.3723 -0.02 -0.03 -0.04 0.402
C -2.4710 -3.1429 -4.5015 -0.07 -0.02 0.10 -1.177
H -2.2840 -5.5581 -1.4893 0.00 0.03 -0.03 0.536
H 1.9701 -1.0156 1.5410 -0.03 -0.05 0.02 0.480
H -5.9982 -1.1298 -0.4818 -0.02 0.00 -0.03 0.248
H 3.8763 2.1069 -1.9639 -0.03 -0.04 0.02 0.170
N -4.1626 0.1849 -2.0390 -0.17 0.01 -0.09 0.190
C 3.1777 -1.7182 -5.1791 0.02 0.01 0.00 -0.943
N 1.5333 1.6224 -2.4026 0.05 0.46 0.00 0.044
C -1.3432 -1.5609 2.3076 0.05 0.07 -0.05 0.499
H -3.9323 -4.4935 -5.2976 0.02 0.01 0.03 0.464
H -3.8052 -6.0466 -3.3785 0.02 0.05 0.00 0.440
P -0.5025 -1.4568 -3.4810 0.01 -0.45 0.12 2.257
C -6.3603 -0.8256 -1.4654 -0.01 0.00 0.03 -1.234
H 2.9785 -4.8700 -3.9459 -0.01 0.04 -0.02 0.516
N -3.0549 -1.3736 -0.7818 -0.06 -0.23 -0.13 -0.704
H 3.8356 -1.0805 -5.7558 -0.01 -0.02 0.02 0.484
C 1.5583 -2.6206 -0.4262 -0.11 0.10 0.34 0.727
C -2.1082 1.8106 -5.3126 -0.01 -0.03 -0.01 -1.244
C 2.8372 0.9577 -0.6449 0.26 0.26 -0.04 0.064
C 2.1956 4.3346 3.8936 0.02 -0.04 0.03 -0.947
H -0.0400 1.4015 2.7108 0.04 0.03 -0.02 0.634
H -3.8122 -2.8961 2.3112 0.00 0.01 -0.01 0.470
C -2.1643 -2.1003 1.2079 -0.08 -0.09 0.02 0.353
H -1.6910 1.2450 -3.2924 -0.09 0.00 0.13 0.133
N 1.6259 0.8858 -1.2055 -0.41 0.29 -0.43 0.678
C -0.9478 -0.6084 -6.0319 -0.01 -0.05 -0.01 -1.012
C -0.4784 0.0469 4.3298 -0.01 -0.01 0.10 -1.006
H -0.1914 0.7468 5.1036 -0.01 -0.04 -0.04 0.562
H 0.7945 -4.0398 -3.2207 0.00 0.02 -0.01 0.446
C -3.2060 -0.1416 -1.1731 -0.02 0.03 -0.04 -0.144
```
Forces are in eV/Å.

The total charge is +2. Its energy above the lowest of the compared OMol25 structures with the same formula, charge and spin is 9.6 kcal/mol. The maximum force is 0.67 eV/Å. The orbital gap comes out at 6.771 eV. The HOMO energy is -13.442 eV.

Entry 3:
# C37H37InN5O2PS2Se2

A structure of composition C37H37InN5O2PS2Se2 (ωB97M-V/def2-TZVPD, OMol25).

Structure (XYZ):
```
87
Properties=species:S:1:pos:R:3:forces:R:3:mulliken_charge:R:1
C -2.7511 3.0482 2.1699 0.03 -0.06 -0.05 -0.558
N -1.8967 -0.5363 0.1724 -0.04 0.08 -0.12 0.382
C -1.9747 3.8100 -1.2990 0.08 -0.12 0.05 0.206
C -1.4671 -4.4322 -1.1017 -0.06 -0.03 0.03 -0.246
C 4.0902 -3.0690 2.7253 -0.02 0.02 0.00 -0.690
H -0.1387 -3.8081 -4.0843 0.03 -0.04 0.02 0.104
C -1.6709 -1.8176 -0.2930 0.06 0.11 0.01 -1.699
C -0.5273 -2.2286 -0.9728 0.03 0.05 -0.05 0.488
H -1.0165 6.6368 -0.4029 -0.01 0.01 0.03 0.273
H -1.3146 -1.8286 -5.3264 0.02 0.01 0.01 0.298
C 0.3917 -4.5771 -3.5142 -0.01 -0.02 -0.02 -1.612
C 2.8174 2.6049 3.0904 -0.06 0.05 0.03 -0.330
S 0.1399 0.7404 -4.6462 -0.01 -0.06 0.01 -0.280
H -2.5289 5.3655 -2.6560 -0.01 0.01 0.00 0.256
In -0.8887 1.5511 0.0123 0.33 0.01 0.13 0.984
H -2.5772 -2.3818 -3.1730 -0.01 -0.01 -0.03 0.027
H 1.9155 2.6314 -3.4804 0.02 0.00 -0.02 0.266
N 1.3692 2.2221 -2.7456 -0.21 -0.04 0.07 -0.199
H -0.2685 -5.4419 -3.4184 0.01 0.05 -0.01 0.346
C -2.5940 -4.0449 -0.4039 0.03 -0.03 -0.03 -1.540
H -2.0777 3.8970 2.1144 -0.01 0.02 0.00 0.514
H 2.1745 -2.4739 -1.4266 0.00 0.00 -0.03 0.336
C 2.9728 -2.2421 2.7680 0.06 -0.03 0.00 -0.376
H -3.8047 -1.2072 -3.6392 0.04 -0.03 0.01 0.357
C 5.3203 -2.5602 2.3377 -0.02 0.03 0.01 -0.440
H 6.1904 -3.2048 2.3048 -0.03 0.02 0.00 0.392
C -3.0451 -1.8873 -4.0260 0.00 0.02 0.02 -0.958
C -1.2186 -0.1742 -4.0106 0.15 0.14 -0.04 0.269
C -3.3531 0.8124 1.5615 0.00 0.07 0.09 0.527
H 1.2691 -4.8866 -4.0890 -0.04 0.01 0.03 0.495
H -3.5327 -2.6416 -4.6439 0.00 0.03 0.00 0.404
C 1.5017 -5.1473 -1.3360 0.00 0.01 0.03 -1.874
N -0.5400 0.9357 -2.2075 -0.09 0.05 -0.22 0.366
H 3.1934 2.6216 2.0758 0.01 -0.01 0.00 0.250
H 1.4189 -2.1099 -2.9898 0.02 -0.02 0.04 0.228
O 1.1968 4.9211 -0.6790 0.00 0.00 0.02 -0.693
C 3.1231 3.6495 3.9498 -0.03 -0.02 0.02 -0.861
H -4.0875 4.0389 3.5286 0.01 -0.03 -0.02 0.414
H -1.3934 -5.4651 -1.4238 0.00 0.06 0.01 0.427
H -3.3808 -4.7552 -0.1800 0.05 0.02 -0.01 0.413
H 3.7641 4.4533 3.6108 0.00 -0.01 0.00 0.404
H 1.3141 2.6805 6.6434 0.01 -0.01 -0.03 0.397
H 6.3952 -0.8136 1.6922 -0.03 -0.01 0.01 0.398
H 2.0085 -2.6311 3.0703 0.00 0.01 -0.02 0.302
C -2.9910 -0.4325 0.8596 -0.08 -0.15 0.04 0.837
C 5.4364 -1.2179 1.9935 -0.03 0.01 0.00 -0.764
C -2.4668 1.8916 1.4565 0.08 -0.18 -0.14 -0.009
S -3.9023 -1.9111 0.9504 -0.01 0.08 0.05 -0.535
O -2.7564 2.8700 -1.3944 -0.04 0.15 -0.07 -0.586
H 4.4221 0.6478 1.7474 -0.01 -0.01 0.00 0.251
C -2.2572 5.2677 -1.6047 0.14 0.01 -0.02 -0.615
H -2.4887 -0.5731 -5.6576 0.00 -0.01 -0.03 0.402
Se 1.6431 0.9757 0.3467 -0.11 -0.16 0.11 -0.065
C -0.4131 -3.5389 -1.3879 0.04 -0.01 -0.04 0.191
C 1.9827 1.5701 3.5122 0.03 0.05 -0.02 0.874
H 2.3902 -5.5060 -1.8631 -0.04 0.01 0.02 0.480
H -0.5029 6.5243 -2.0754 0.03 0.01 -0.01 0.289
H 2.8228 4.4967 5.8990 -0.01 -0.02 -0.02 0.392
C -4.7622 2.0592 3.0568 0.00 -0.01 0.00 -0.793
Se -0.1325 -0.8755 3.0432 0.01 0.03 -0.03 -0.419
C -0.9373 5.9597 -1.2526 -0.07 -0.04 -0.05 -0.468
C 0.3513 1.3955 -3.0554 -0.02 -0.15 0.08 0.299
C 3.0833 -0.9022 2.4186 0.02 0.01 -0.03 0.660
H 0.2504 -1.4981 -1.1482 -0.01 -0.02 0.02 0.336
H -5.1752 0.0515 2.4310 0.02 0.03 0.01 0.398
C 0.0041 4.8155 -0.8771 -0.04 -0.26 -0.16 0.117
H 1.3601 2.7122 -1.8586 -0.04 0.09 -0.03 -0.147
H -3.1096 5.6000 -1.0150 -0.02 -0.01 0.02 0.290
C -3.8851 3.1327 2.9688 -0.04 0.02 0.04 -0.690
C 1.8361 -2.9097 -2.3696 0.00 -0.02 0.00 -1.819
C 1.7454 2.6569 5.6499 -0.01 -0.04 -0.04 -0.630
C -2.0079 -1.1301 -4.8497 -0.03 0.01 0.08 -0.489
H 0.8340 -5.9980 -1.1803 0.04 0.05 -0.01 0.338
P 1.5937 0.1609 2.4166 0.03 -0.01 0.03 0.507
N -1.4315 0.0534 -2.7721 0.06 0.11 0.11 -0.449
H 1.8107 -4.7746 -0.3554 -0.01 -0.02 -0.06 0.382
N -0.6926 3.6258 -0.8672 -0.22 0.19 0.07 0.239
C 1.4402 1.6063 4.7931 0.08 0.01 0.07 -0.573
C 2.5889 3.6756 5.2318 0.01 -0.01 -0.02 -0.436
H 0.7749 0.8133 5.1100 0.00 0.01 -0.02 0.326
H 2.7115 -3.3117 -2.8853 -0.04 0.02 0.00 0.510
C -4.4967 0.8955 2.3548 0.05 -0.08 -0.08 -0.870
H 3.9944 -4.1138 2.9967 0.00 0.04 -0.01 0.414
H -5.6462 2.1253 3.6785 0.02 0.00 -0.02 0.401
C -2.6832 -2.7172 0.0112 -0.07 -0.01 0.06 1.452
C 4.3232 -0.3932 2.0297 -0.01 -0.01 0.03 -0.243
C 0.8207 -4.0331 -2.1444 -0.01 0.01 0.03 2.050
```
Forces are in eV/Å.

The total charge is 0. The maximum force is 0.36 eV/Å. The orbital gap comes out at 7.805 eV. The HOMO energy is -7.643 eV.